P) A 10-piece molecular cluster, C10H40N20O10 overall, computed with wB97M-V/def2-TZVPD.

Properties
LUMO energy	-0.47	eV
structure (SMILES)	NC(N)=O.NC(N)=O.NC(N)=O.NC(N)=O.NC(N)=O.NC(N)=O.NC(N)=O.NC(N)=O.NC(N)=O.NC(N)=O
HOMO-LUMO gap	7.83	eV

CARTESIAN COORDINATES (ANGSTROEM)
1 N -1.90653 1.60488 2.60012
2 C -3.16618 1.70330 3.05477
3 N -3.57977 2.93786 2.90370
4 O -3.92125 0.80843 3.47697
5 H -1.47714 0.69094 2.57888
6 H -1.29284 2.37577 2.37829
7 H -4.32192 3.19471 3.53878
8 H -2.97425 3.64528 2.51253
9 N 0.16960 5.70963 3.80164
10 C -0.22658 4.70847 3.07485
11 N 0.72968 3.85722 2.79406
12 O -1.35367 4.73481 2.57603
13 H 1.14911 5.81619 4.02371
14 H -0.55163 6.41097 3.71197
15 H 1.64759 4.07082 3.15728
16 H 0.55714 3.20079 2.04612
17 N -2.07517 -2.05869 -5.48064
18 C -2.62299 -1.26446 -4.68311
19 N -1.87965 -1.02986 -3.62480
20 O -3.72311 -0.73625 -4.77121
21 H -1.31244 -2.64838 -5.17967
22 H -2.66281 -2.36845 -6.24145
23 H -0.96273 -1.44746 -3.55425
24 H -2.21419 -0.51836 -2.82072
25 N 0.74585 -4.54698 -4.09610
26 C 1.10035 -3.39190 -3.65840
27 N 1.90389 -3.38948 -2.72564
28 O 0.58117 -2.35454 -4.08329
29 H -0.01081 -4.59992 -4.76300
30 H 1.11212 -5.40585 -3.71102
31 H 2.28054 -4.30206 -2.51252
32 H 2.41763 -2.62662 -2.30824
33 N 4.91325 2.66629 4.02786
34 C 3.85043 2.64574 3.29881
35 N 3.26212 1.46486 3.16105
36 O 3.47494 3.53517 2.59566
37 H 5.62909 3.33734 3.78835
38 H 5.07151 1.70997 4.31161
39 H 2.50371 1.50780 2.49541
40 H 3.54341 0.60612 3.61220
41 N -1.68029 -5.11494 -0.16364
42 C -0.38371 -5.09520 -0.03217
43 N 0.12458 -5.97957 -0.84580
44 O 0.24179 -4.36937 0.72856
45 H -2.09860 -5.82045 -0.75301
46 H -2.19601 -4.52818 0.47655
47 H 1.08534 -6.18076 -0.60795
48 H -0.44582 -6.63308 -1.36317
49 N -4.31355 -0.51688 0.34124
50 C -3.64222 -0.17228 -0.69835
51 N -4.18669 -0.64711 -1.76144
52 O -2.65978 0.62568 -0.71817
53 H -5.17877 -1.03708 0.31143
54 H -4.01236 -0.39675 1.29777
55 H -4.02901 -0.47854 -2.74471
56 H -4.76535 -1.40458 -1.42752
57 N 1.41892 -1.32895 0.39084
58 C 0.90942 -0.12069 0.44540
59 N 0.09013 0.19934 -0.51713
60 O 1.09947 0.67793 1.35698
61 H 1.01633 -1.90023 -0.33831
62 H 1.83588 -1.66806 1.24597
63 H -0.44552 1.05470 -0.47812
64 H -0.00766 -0.45127 -1.28345
65 N -1.17960 2.59440 -1.88197
66 C -1.20250 3.70727 -1.14412
67 N -2.02486 3.62440 -0.08054
68 O -0.85837 4.79240 -1.51557
69 H -0.96136 2.78254 -2.84999
70 H -1.82978 1.84544 -1.69112
71 H -2.62526 2.82014 0.03254
72 H -2.05803 4.45674 0.49061
73 N 5.83235 -1.46645 0.40512
74 C 4.93907 -0.79789 1.04886
75 N 4.31511 0.10782 0.29047
76 O 4.56164 -1.21247 2.16976
77 H 6.07642 -1.02482 -0.46981
78 H 6.52386 -2.04204 0.86403
79 H 3.55607 0.57181 0.76867
80 H 4.75129 0.27263 -0.60545

=====

Q) A 10-piece molecular cluster, C10H40N20O10 overall, computed with wB97M-V/def2-TZVPD.

Properties
LUMO energy	-0.12	eV
structure (SMILES)	NC(N)=O.NC(N)=O.NC(N)=O.NC(N)=O.NC(N)=O.NC(N)=O.NC(N)=O.NC(N)=O.NC(N)=O.NC(N)=O
HOMO-LUMO gap	8.83	eV

CARTESIAN COORDINATES (ANGSTROEM)
1 N -1.13429 1.24178 -2.88464
2 C -1.00956 1.24596 -4.23423
3 N -1.27439 2.41633 -4.81325
4 O -0.51946 0.29058 -4.85400
5 H -1.49231 2.08644 -2.48103
6 H -0.66080 0.50262 -2.36157
7 H -1.78926 3.21062 -4.49125
8 H -0.83070 2.42298 -5.72208
9 N 0.79089 -3.73002 1.52059
10 C 0.61054 -4.29906 0.29949
11 N -0.64668 -4.62085 -0.02307
12 O 1.59299 -4.50251 -0.42197
13 H 1.76646 -3.50946 1.69203
14 H 0.12617 -3.62952 2.26516
15 H -0.79185 -4.74792 -1.01723
16 H -1.32263 -4.52084 0.70985
17 N 4.22124 -0.12599 3.73557
18 C 3.06617 0.56800 3.60561
19 N 3.14906 1.51997 2.66138
20 O 1.97932 0.33691 4.14594
21 H 4.37356 -0.72009 4.53240
22 H 5.05526 0.16743 3.26299
23 H 2.32443 2.06725 2.46889
24 H 3.96181 1.81949 2.15365
25 N -2.55713 -2.13435 1.49973
26 C -3.64381 -2.78430 1.00906
27 N -4.66014 -2.92519 1.87110
28 O -3.78170 -3.13199 -0.16628
29 H -1.84811 -2.03358 0.78710
30 H -2.35987 -1.94597 2.46338
31 H -4.60026 -2.47485 2.76688
32 H -5.53887 -3.23802 1.50048
33 N -5.35387 -0.89929 -1.19137
34 C -4.19836 -0.22138 -1.36544
35 N -3.17614 -1.00476 -1.80335
36 O -4.11206 1.00109 -1.24874
37 H -6.19006 -0.45742 -0.86331
38 H -5.36231 -1.86671 -1.46002
39 H -3.33510 -2.00035 -1.70717
40 H -2.22863 -0.77715 -2.03836
41 N -0.41619 -2.28305 -3.19496
42 C -1.28073 -3.24654 -3.62537
43 N -2.06023 -2.73111 -4.61256
44 O -1.37392 -4.36268 -3.11824
45 H 0.25890 -2.50662 -2.48425
46 H -0.34834 -1.48956 -3.82023
47 H -2.12972 -1.73145 -4.51927
48 H -2.69011 -3.29431 -5.14982
49 N 3.54294 -1.69025 0.13770
50 C 4.06217 -2.61648 0.95315
51 N 5.05182 -3.30317 0.31479
52 O 3.67530 -2.88706 2.10009
53 H 3.90682 -1.49557 -0.77364
54 H 2.90828 -1.01656 0.54006
55 H 5.58474 -2.84008 -0.39429
56 H 5.34834 -4.19877 0.65916
57 N 2.44378 6.69233 -0.81891
58 C 2.97376 5.80403 0.06003
59 N 2.18283 4.70450 0.28760
60 O 3.89238 5.96042 0.86254
61 H 3.00785 7.51818 -0.94586
62 H 1.78609 6.49486 -1.54932
63 H 1.36907 4.57027 -0.28389
64 H 2.40729 4.16876 1.10445
65 N -0.80888 4.04271 4.27513
66 C -0.44783 3.97904 2.97894
67 N -1.39369 4.48411 2.15008
68 O 0.44060 3.25918 2.50657
69 H -1.47366 4.67593 4.68253
70 H -0.20557 3.65953 4.98647
71 H -2.28239 4.74453 2.53239
72 H -1.17632 4.30254 1.18645
73 N 0.66914 -0.40217 1.10923
74 C 0.53951 0.28362 -0.04796
75 N 0.47249 1.61829 0.07589
76 O 0.44843 -0.27815 -1.14904
77 H 0.88952 0.02034 1.99995
78 H 0.60670 -1.40744 1.04527
79 H 0.54448 2.08424 -0.81385
80 H 0.47475 2.11778 0.95015

=====

R) A 10-piece molecular cluster, C10H40N20O10 overall, computed with wB97M-V/def2-TZVPD.

Properties
LUMO energy	0.08	eV
structure (SMILES)	NC(N)=O.NC(N)=O.NC(N)=O.NC(N)=O.NC(N)=O.NC(N)=O.NC(N)=O.NC(N)=O.NC(N)=O.NC(N)=O
HOMO-LUMO gap	9.41	eV

CARTESIAN COORDINATES (ANGSTROEM)
1 N 3.20357 26.50709 13.79742
2 C 3.02928 27.72138 13.29542
3 N 4.26105 28.31190 13.34157
4 O 1.99080 28.26245 12.90637
5 H 4.06187 26.28627 14.28185
6 H 2.29858 26.09152 13.96584
7 H 4.29010 29.30730 13.17293
8 H 5.12453 27.83418 13.55675
9 N 7.11311 25.83448 17.91157
10 C 7.91532 26.28656 17.02304
11 N 9.09973 25.77804 17.24639
12 O 7.63337 27.09820 16.22624
13 H 7.46220 25.29959 18.69395
14 H 6.12445 26.03289 17.85421
15 H 9.04313 24.89580 17.73481
16 H 9.90689 26.19295 16.80316
17 N 3.43990 21.49002 12.16455
18 C 2.48774 22.09803 11.59920
19 N 2.86008 22.47579 10.36378
20 O 1.38087 22.17036 12.14775
21 H 4.31558 21.73093 11.72269
22 H 3.22821 21.18917 13.10518
23 H 2.22887 23.15377 9.96125
24 H 3.20814 21.68729 9.83727
25 N 10.20650 26.98699 11.40935
26 C 9.65526 25.81117 11.23931
27 N 8.85979 25.54814 12.29743
28 O 9.94749 24.94752 10.37886
29 H 10.00314 27.69536 12.09998
30 H 10.87261 27.36518 10.75105
31 H 8.76154 26.12545 13.12032
32 H 8.52430 24.59817 12.36890
33 N 12.57166 23.49644 4.10447
34 C 12.42145 24.26918 5.05463
35 N 11.98724 23.61899 6.13373
36 O 12.60064 25.47515 5.01719
37 H 12.62701 22.54153 4.42880
38 H 12.91014 23.93442 3.25965
39 H 12.49509 22.77366 6.35191
40 H 11.73291 24.26020 6.87147
41 N 12.39109 33.05336 11.81305
42 C 13.63470 33.12831 11.32165
43 N 14.06736 34.29742 10.88752
44 O 14.43481 32.22597 11.19104
45 H 11.99464 33.89602 12.20400
46 H 12.14630 32.21408 12.31882
47 H 13.51241 35.13140 10.75866
48 H 15.07512 34.33931 10.83510
49 N 8.53242 17.73846 17.08429
50 C 8.87137 18.69744 16.31488
51 N 7.97321 19.60685 16.08260
52 O 9.99614 18.79665 15.74989
53 H 7.54535 17.76245 17.29697
54 H 9.08119 16.96369 17.42877
55 H 8.09381 20.16126 15.24702
56 H 7.09718 19.60700 16.58524
57 N 12.10082 30.22664 16.82877
58 C 12.16940 29.95102 15.52160
59 N 13.39967 29.94671 15.17208
60 O 11.21917 29.90233 14.74793
61 H 11.12085 30.22579 17.07320
62 H 12.86427 30.06005 17.46869
63 H 13.62767 29.98816 14.18903
64 H 14.14699 30.02598 15.84686
65 N 8.94114 20.24609 9.03213
66 C 8.17788 19.96486 10.01509
67 N 7.81957 18.73540 9.99987
68 O 8.05209 20.62216 11.05178
69 H 9.24370 19.62491 8.29546
70 H 9.44007 21.11361 9.16844
71 H 7.84994 18.34444 10.93064
72 H 7.93626 18.16541 9.17428
73 N 4.85522 23.43754 5.50134
74 C 6.04264 22.90655 5.78299
75 N 6.98854 23.76634 5.99331
76 O 6.19640 21.67571 5.77413
77 H 4.68347 24.37840 5.17671
78 H 4.11383 22.75402 5.44431
79 H 7.93773 23.43378 6.08573
80 H 6.79083 24.75655 6.01559

=====

Stability, highest: Q)

=====

P) One molecule with the formula C3H6N2S2, computed with wB97M-V/def2-TZVPD.

Properties
LUMO energy	-1.46	eV
structure (SMILES)	C/N=C(\N)C(=S)S
HOMO-LUMO gap	7.69	eV

CARTESIAN COORDINATES (ANGSTROEM)
1 C -2.10201 0.40448 -0.00653
2 N -0.74544 0.94784 -0.28193
3 C 0.30239 0.06265 -0.07700
4 N -0.11250 -1.22489 0.22235
5 C 1.80445 0.25607 0.01532
6 S 2.96849 -1.07659 -0.06276
7 S 2.26476 1.85294 0.07546
8 H -2.09157 -0.13914 1.04308
9 H -2.78090 1.22852 0.18958
10 H -2.51811 -0.53655 -0.67941
11 H 0.53739 -1.87033 -0.03624
12 H -1.04934 -1.50618 -0.16245
13 H 3.52239 1.60118 -0.23945

=====

Q) One molecule with the formula C3H6N2S2, computed with wB97M-V/def2-TZVPD.

Properties
LUMO energy	0.27	eV
HOMO-LUMO gap	7.54	eV

CARTESIAN COORDINATES (ANGSTROEM)
1 C -0.24712 0.81854 1.11612
2 C 1.05339 0.65842 0.86737
3 C -0.97089 -0.39060 0.60913
4 N -1.00905 0.31180 -2.00593
5 N 1.50103 -0.49834 0.35543
6 S 0.35844 -0.44777 -2.22215
7 S 0.30882 -1.53183 -0.02250
8 H -0.65752 1.50675 1.84653
9 H 1.86359 1.40948 0.94618
10 H -1.50418 -0.92134 1.28695
11 H -1.46624 -0.17334 -0.43731
12 H -1.78319 0.05117 -2.60873
13 H 2.55291 -0.79294 0.26893

=====

Stability, highest: P)